(1)
{
  "formula": "C3H2FO3",
  "method": "ωB97M-V/def2-TZVPD",
  "relative_energy_kj_mol": 224.8,
  "smiles": "O=C([O-])[C@@]1(F)CO1",
  "spin_multiplicity": 1,
  "homo_ev": -4.59,
  "total_energy_ha": -441.1098,
  "charge": -1,
  "e_lumo_ev": 4.1165,
  "symbols": ["O", "C", "O", "C", "F", "C", "O", "H", "H"],
  "positions_angstrom": [[1.00, -0.03, 1.91], [0.13, 0.66, 1.38], [-0.68, 1.43, 1.84], [0.10, 0.51, -0.25], [1.08, 1.20, -1.00], [-0.21, -0.90, -0.86], [-1.07, 0.31, -0.93], [0.16, -1.37, -1.79], [-0.51, -1.82, -0.31]]
}

---

(2)
{
  "formula": "C9H14O2S",
  "method": "ωB97M-V/def2-TZVPD",
  "relative_energy_kj_mol": 203.4,
  "spin_multiplicity": 1,
  "homo_ev": -7.27,
  "total_energy_ha": -899.8313,
  "e_lumo_ev": 0.4639,
  "symbols": ["C", "C", "C", "C", "C", "C", "C", "C", "C", "O", "O", "S", "H", "H", "H", "H", "H", "H", "H", "H", "H", "H", "H", "H", "H", "H"],
  "positions_angstrom": [[-1.36, -1.82, 0.66], [-1.40, -0.34, 0.38], [-0.49, -2.34, 1.52], [-0.35, 0.37, 0.81], [0.77, 3.25, -4.86], [0.37, -1.41, 2.28], [0.74, -0.12, 1.56], [-0.45, -3.79, 1.85], [0.75, 3.84, -3.74], [0.50, 1.67, -1.17], [0.89, 2.64, -5.86], [-0.49, 2.15, 0.77], [-1.96, -2.48, 0.13], [-2.18, 0.13, -0.34], [-0.25, -1.07, 3.07], [1.22, -1.94, 2.79], [1.70, -0.32, 1.08], [0.99, 0.44, 2.55], [0.65, -4.15, 1.64], [-1.29, -4.36, 1.40], [-0.50, -3.89, 2.87], [1.78, 4.17, -3.51], [-0.09, 3.95, -3.05], [1.23, 2.22, -0.83], [0.74, 1.16, -1.98], [-1.53, 2.04, -0.04]]
}

---

(3)
{
  "formula": "C4H11NO",
  "method": "ωB97M-V/def2-TZVPD",
  "relative_energy_kj_mol": 225.5,
  "smiles": "C=CO.CCN",
  "spin_multiplicity": 1,
  "homo_ev": -9.14,
  "total_energy_ha": -288.9311,
  "e_lumo_ev": 0.7743,
  "symbols": ["C", "C", "O", "H", "H", "H", "H", "C", "C", "N", "H", "H", "H", "H", "H", "H", "H"],
  "positions_angstrom": [[3.99, -2.27, 1.03], [3.67, -2.50, -0.24], [2.74, -1.79, -0.93], [4.96, -2.61, 1.40], [3.57, -1.62, 1.78], [4.20, -3.31, -0.77], [2.35, -2.34, -1.62], [-1.40, 1.34, 0.03], [-2.90, 1.33, -0.29], [-3.52, 2.62, 0.12], [-0.89, 1.67, -0.89], [-1.20, 2.00, 0.87], [-1.04, 0.34, -0.03], [-3.04, 1.27, -1.37], [-3.35, 0.49, 0.25], [-4.33, 2.86, -0.42], [-3.80, 2.51, 1.09]]
}

---

(4)
{
  "formula": "C13H27Cl12IO5P2S2",
  "method": "ωB97M-V/def2-TZVPD",
  "smiles": "C[C@@H](COC(=O)CS[PH3]P(O)I)OC(=O)CS.ClCCl.ClCCl.ClCCl.ClCCl.ClCCl.ClCCl",
  "spin_multiplicity": 1,
  "homo_ev": -7.90,
  "total_energy_ha": -8186.7322,
  "e_lumo_ev": -0.0506,
  "symbols": ["C", "C", "C", "O", "C", "O", "C", "S", "P", "P", "O", "I", "O", "C", "O", "C", "S", "H", "H", "H", "H", "H", "H", "H", "H", "H", "H", "H", "H", "H", "H", "H", "Cl", "C", "Cl", "H", "H", "Cl", "C", "Cl", "H", "H", "Cl", "C", "Cl", "H", "H", "Cl", "C", "Cl", "H", "H", "Cl", "C", "Cl", "H", "H", "Cl", "C", "Cl", "H", "H"],
  "positions_angstrom": [[-2.31, -0.45, 0.86], [-3.15, 0.77, 1.24], [-3.04, 1.08, 2.77], [-2.40, 2.30, 3.09], [-1.27, 2.20, 3.84], [-1.13, 2.91, 4.80], [-0.20, 1.19, 3.47], [1.44, 1.77, 3.99], [2.71, 0.28, 2.97], [4.24, -1.10, 1.98], [3.32, -2.36, 1.43], [5.43, -1.92, 3.96], [-2.93, 1.92, 0.42], [-1.65, 2.16, 0.02], [-0.88, 2.80, 0.68], [-1.17, 1.59, -1.30], [-1.34, 2.68, -2.75], [-2.64, -1.27, 1.50], [-2.52, -0.77, -0.16], [-1.24, -0.33, 1.04], [-4.19, 0.47, 1.07], [-4.06, 1.14, 3.15], [-2.59, 0.22, 3.27], [-0.44, 0.25, 3.97], [-0.16, 0.98, 2.40], [3.82, 1.01, 3.48], [2.25, 0.66, 1.70], [2.13, -0.80, 3.68], [3.59, -2.57, 0.53], [-1.62, 0.62, -1.51], [-0.10, 1.47, -1.14], [-1.02, 1.78, -3.69], [-3.19, -4.19, 2.70], [-2.53, -4.79, 1.18], [-1.70, -3.51, 0.28], [-1.82, -5.58, 1.39], [-3.34, -5.17, 0.57], [-1.93, -2.13, -3.22], [-1.19, -3.74, -3.30], [-1.88, -4.72, -4.60], [-0.13, -3.63, -3.48], [-1.37, -4.25, -2.35], [3.05, -2.27, -2.08], [1.75, -1.37, -1.30], [2.24, 0.26, -0.83], [0.92, -1.28, -1.99], [1.44, -1.90, -0.41], [1.92, 3.00, -2.61], [2.55, 4.19, -1.47], [2.49, 3.63, 0.20], [3.58, 4.40, -1.72], [1.95, 5.09, -1.55], [2.81, -4.70, -4.82], [4.53, -4.96, -4.47], [5.47, -3.47, -4.63], [4.62, -5.32, -3.45], [4.91, -5.69, -5.16], [-1.32, 6.76, -1.94], [-2.47, 6.38, -0.64], [-2.74, 4.65, -0.48], [-2.06, 6.75, 0.29], [-3.41, 6.87, -0.86]]
}

---

(5)
{
  "formula": "C2H2Cl2O2",
  "method": "ωB97M-V/def2-TZVPD",
  "relative_energy_kj_mol": 458.1,
  "smiles": "OOC=C(Cl)Cl",
  "spin_multiplicity": 1,
  "homo_ev": -9.13,
  "total_energy_ha": -1148.1318,
  "e_lumo_ev": 0.6110,
  "symbols": ["O", "O", "C", "C", "Cl", "Cl", "H", "H"],
  "positions_angstrom": [[0.85, -0.38, -0.33], [0.04, -0.47, 0.83], [-0.97, 0.41, 0.72], [-1.92, 0.53, 1.63], [-3.32, 1.57, 1.58], [-2.08, -0.50, 3.09], [1.69, -0.34, 0.14], [-0.86, 0.99, -0.26]]
}

---

(6)
{
  "formula": "CH2FNO",
  "method": "ωB97M-V/def2-TZVPD",
  "relative_energy_kj_mol": 538.7,
  "spin_multiplicity": 1,
  "homo_ev": [-9.02, -9.02],
  "total_energy_ha": -268.9821,
  "e_lumo_ev": [-0.1193, -0.1190],
  "symbols": ["C", "N", "O", "F", "H", "H"],
  "positions_angstrom": [[0.58, 0.08, -0.88], [-0.80, 0.28, 0.75], [1.49, -0.68, -0.81], [-1.39, -0.95, 1.03], [0.07, 0.79, -1.50], [0.05, 0.48, 1.42]]
}

---

| no. | largest force on an atom (hartree/bohr) |
| --- | --- |
| 1 | 0.0677 |
| 2 | 0.1034 |
| 3 | 0.0416 |
| 4 | 0.0242 |
| 5 | 0.0439 |
| 6 | 0.0831 |